Model one:
ORCA calculation (ωB97M-V with the def2-TZVPD basis set) on an isolated molecule of C24H32N4O4.

Bonds (Å) are listed after each position.
Atoms and positions in Å:
1 C -6.24 -0.75 0.05  O2 1.406, H33 1.095, H34 1.095, H35 1.089
2 O -5.21 -0.91 1.00  C1 1.406, C3 1.367
3 C -4.08 -1.58 0.61  O2 1.367, C4 1.392, C32 1.390
4 C -3.06 -1.67 1.56  C3 1.392, C5 1.382, H36 1.079
5 C -1.88 -2.33 1.28  C4 1.382, C6 1.391, H37 1.079
6 C -1.69 -2.93 0.04  C5 1.391, O7 1.365, C31 1.392
7 O -0.58 -3.62 -0.34  C6 1.365, C8 1.408
8 C 0.56 -3.57 0.49  O7 1.408, C9 1.528, H38 1.099, H39 1.100
9 C 1.73 -4.16 -0.29  C8 1.528, C10 1.534, H40 1.092, H41 1.091
10 C 2.01 -3.36 -1.57  C9 1.534, C11 1.514, H42 1.090, H43 1.091
11 C 2.31 -1.91 -1.25  C10 1.514, O12 1.217, N13 1.351
12 O 1.54 -0.99 -1.43  C11 1.217
13 N 3.54 -1.71 -0.72  C11 1.351, N14 1.391, H44 1.012
14 N 3.88 -0.45 -0.25  N13 1.391, C15 1.343, H45 1.036
15 C 4.86 -0.30 0.66  N14 1.343, O16 1.219, C17 1.523
16 O 5.59 -1.22 1.00  C15 1.219
17 C 4.97 1.10 1.23  C15 1.523, C18 1.532, H46 1.093, H47 1.092
18 C 4.28 2.22 0.45  C17 1.532, N19 1.458, H48 1.103, H49 1.094
19 N 2.88 1.95 0.15  C18 1.458, C20 1.454, C30 1.454
20 C 2.32 2.86 -0.84  N19 1.454, C21 1.527, H50 1.093, H51 1.103
21 C 0.93 2.38 -1.23  C20 1.527, N22 1.449, H52 1.088, H53 1.101
22 N 0.08 2.37 -0.06  C21 1.449, C23 1.389, C29 1.443
23 C -1.29 2.55 -0.19  N22 1.389, C24 1.400, C28 1.397
24 C -1.77 3.63 -0.94  C23 1.400, C25 1.379, H54 1.080
25 C -3.12 3.89 -1.04  C24 1.379, C26 1.385, H55 1.081
26 C -4.04 3.09 -0.37  C25 1.385, C27 1.383, H56 1.080
27 C -3.58 2.02 0.38  C26 1.383, C28 1.382, H57 1.079
28 C -2.23 1.75 0.46  C23 1.397, C27 1.382, H58 1.079
29 C 0.61 1.46 0.93  N22 1.443, C30 1.532, H59 1.090, H60 1.101
30 C 2.01 1.93 1.32  N19 1.454, C29 1.532, H61 1.091, H62 1.103
31 C -2.71 -2.84 -0.91  C6 1.392, C32 1.381, H63 1.078
32 C -3.89 -2.18 -0.63  C3 1.390, C31 1.381, H64 1.078
33 H -6.66 -1.71 -0.26  C1 1.095
34 H -5.89 -0.19 -0.83  C1 1.095
35 H -7.01 -0.17 0.56  C1 1.089
36 H -3.22 -1.21 2.52  C4 1.079
37 H -1.12 -2.38 2.05  C5 1.079
38 H 0.78 -2.53 0.76  C8 1.099
39 H 0.40 -4.15 1.41  C8 1.100
40 H 2.61 -4.18 0.35  C9 1.092
41 H 1.49 -5.19 -0.57  C9 1.091
42 H 1.12 -3.39 -2.20  C10 1.090
43 H 2.85 -3.80 -2.11  C10 1.091
44 H 4.19 -2.44 -0.45  N13 1.012
45 H 3.19 0.31 -0.39  N14 1.036
46 H 4.59 1.05 2.26  C17 1.093
47 H 6.04 1.34 1.31  C17 1.092
48 H 4.39 3.16 1.01  C18 1.103
49 H 4.79 2.34 -0.51  C18 1.094
50 H 2.97 2.85 -1.72  C20 1.093
51 H 2.26 3.89 -0.45  C20 1.103
52 H 0.51 3.03 -2.00  C21 1.088
53 H 1.01 1.36 -1.64  C21 1.101
54 H -1.07 4.29 -1.44  C24 1.080
55 H -3.46 4.73 -1.62  C25 1.081
56 H -5.10 3.30 -0.44  C26 1.080
57 H -4.28 1.39 0.90  C27 1.079
58 H -1.91 0.88 1.02  C28 1.079
59 H -0.02 1.47 1.82  C29 1.090
60 H 0.67 0.43 0.53  C29 1.101
61 H 2.42 1.25 2.06  C30 1.091
62 H 1.94 2.94 1.78  C30 1.103
63 H -2.56 -3.30 -1.87  C31 1.078
64 H -4.65 -2.13 -1.39  C32 1.078

Output
Lowest unoccupied orbital energy, eV: 0.663
E_HOMO, Eh: -0.280
Structure (SMILES): COc1ccc(OCCCC(=O)NNC(=O)CCN2CCN(c3ccccc3)CC2)cc1
HOMO-LUMO gap, eV: 8.3



Model two:
ORCA calculation (ωB97M-V with the def2-TZVPD basis set) on an isolated molecule of C24H32N4O4.

Bonds (Å) are listed after each position.
Atoms and positions in Å:
1 C 5.84 1.46 1.77  O2 1.411, H33 1.093, H34 1.091, H35 1.090
2 O 4.47 1.74 1.94  C1 1.411, C3 1.361
3 C 3.55 1.44 0.98  O2 1.361, C4 1.394, C30 1.403
4 C 2.30 1.99 1.22  C3 1.394, C5 1.385, H36 1.079
5 C 1.24 1.79 0.34  C4 1.385, C6 1.446, C26 1.396
6 C -0.07 2.32 0.62  C5 1.446, N7 1.271, H37 1.099
7 N -1.01 2.19 -0.22  C6 1.271, N8 1.340
8 N -2.27 2.54 0.09  N7 1.340, C9 1.379, H38 1.023
9 C -3.30 2.28 -0.79  N8 1.379, O10 1.206, C11 1.511
10 O -3.11 2.04 -1.95  C9 1.206
11 C -4.66 2.27 -0.14  C9 1.511, C12 1.555, H39 1.092, H40 1.091
12 C -5.47 1.03 -0.59  C11 1.555, N13 1.432, H41 1.092, H42 1.097
13 N -5.04 -0.28 -0.19  C12 1.432, C14 1.441, C25 1.445
14 C -4.96 -0.61 1.21  N13 1.441, C15 1.534, H43 1.092, H44 1.097
15 C -3.55 -0.50 1.79  C14 1.534, N16 1.450, H45 1.094, H46 1.107
16 N -2.64 -1.34 1.04  C15 1.450, C17 1.453, C24 1.456
17 C -1.31 -1.31 1.62  N16 1.453, C18 1.504, H47 1.097, H48 1.107
18 C -0.36 -2.28 0.96  C17 1.504, C19 1.388, C23 1.389
19 C 0.98 -1.96 0.82  C18 1.388, C20 1.384, H49 1.081
20 C 1.86 -2.84 0.22  C19 1.384, C21 1.384, H50 1.080
21 C 1.40 -4.06 -0.25  C20 1.384, C22 1.385, H51 1.080
22 C 0.07 -4.40 -0.10  C21 1.385, C23 1.383, H52 1.081
23 C -0.81 -3.51 0.51  C18 1.389, C22 1.383, H53 1.079
24 C -2.62 -0.93 -0.36  N16 1.456, C25 1.533, H54 1.092, H55 1.099
25 C -4.03 -0.98 -0.96  N13 1.445, C24 1.533, H56 1.090, H57 1.098
26 C 1.44 1.00 -0.80  C5 1.396, C27 1.381, H58 1.075
27 C 2.66 0.41 -1.03  C26 1.381, O28 1.365, C30 1.414
28 O 2.89 -0.44 -2.08  C27 1.365, C29 1.408
29 C 1.80 -0.80 -2.89  O28 1.408, H59 1.094, H60 1.089, H61 1.094
30 C 3.75 0.63 -0.16  C3 1.403, C27 1.414, O31 1.375
31 O 4.97 0.03 -0.34  C30 1.375, C32 1.414
32 C 5.54 0.03 -1.64  O31 1.414, H62 1.091, H63 1.093, H64 1.091
33 H 6.24 1.94 0.88  C1 1.093
34 H 6.03 0.38 1.73  C1 1.091
35 H 6.32 1.88 2.66  C1 1.090
36 H 2.18 2.59 2.11  C4 1.079
37 H -0.23 2.78 1.61  C6 1.099
38 H -2.47 2.87 1.04  N8 1.023
39 H -5.21 3.15 -0.48  C11 1.092
40 H -4.59 2.31 0.95  C11 1.091
41 H -5.51 1.04 -1.68  C12 1.092
42 H -6.49 1.16 -0.20  C12 1.097
43 H -5.65 0.02 1.77  C14 1.092
44 H -5.28 -1.65 1.32  C14 1.097
45 H -3.56 -0.84 2.83  C15 1.094
46 H -3.22 0.56 1.79  C15 1.107
47 H -1.41 -1.59 2.68  C17 1.097
48 H -0.86 -0.30 1.58  C17 1.107
49 H 1.35 -1.00 1.18  C19 1.081
50 H 2.90 -2.57 0.12  C20 1.080
51 H 2.09 -4.75 -0.72  C21 1.080
52 H -0.29 -5.35 -0.45  C22 1.081
53 H -1.85 -3.76 0.63  C23 1.079
54 H -1.98 -1.62 -0.91  C24 1.092
55 H -2.19 0.08 -0.48  C24 1.099
56 H -4.00 -0.59 -1.97  C25 1.090
57 H -4.34 -2.04 -0.99  C25 1.098
58 H 0.60 0.85 -1.45  C26 1.075
59 H 1.40 0.06 -3.43  C29 1.094
60 H 2.20 -1.52 -3.61  C29 1.089
61 H 1.01 -1.27 -2.31  C29 1.094
62 H 5.16 -0.80 -2.24  C32 1.091
63 H 5.33 0.97 -2.16  C32 1.093
64 H 6.61 -0.08 -1.49  C32 1.091

Output
Lowest unoccupied orbital energy, eV: 0.445
E_HOMO, Eh: -0.292
Structure (SMILES): COc1cc(/C=N/NC(=O)CCN2CCN(Cc3ccccc3)CC2)cc(OC)c1OC
HOMO-LUMO gap, eV: 8.4



Order from most stable to least stable according to the calculation: model one, model two



Model one:
ORCA calculation (ωB97M-V with the def2-TZVPD basis set) on an isolated molecule of C18H20N2O4S.

Bonds (Å) are listed after each position.
Atoms and positions in Å:
1 C 0.74 -6.28 1.31  O2 1.408, H26 1.094, H27 1.094, H28 1.089
2 O -0.40 -5.61 0.82  C1 1.408, C3 1.368
3 C -0.33 -4.26 0.58  O2 1.368, C4 1.392, C23 1.413
4 C 0.81 -3.51 0.85  C3 1.392, C5 1.384, H29 1.078
5 C 0.84 -2.14 0.63  C4 1.384, C6 1.377, H30 1.077
6 C -0.28 -1.52 0.14  C5 1.377, S7 1.786, C22 1.378
7 S -0.28 0.25 -0.09  C6 1.786, O8 1.432, O9 1.437, N10 1.677
8 O 1.06 0.68 -0.32  S7 1.432
9 O -1.31 0.59 -1.03  S7 1.437
10 N -0.77 0.72 1.45  S7 1.677, C11 1.446, H31 1.008
11 C 0.07 1.61 2.22  N10 1.446, C12 1.537, H32 1.091, H33 1.096
12 C -0.28 3.09 2.01  C11 1.537, C13 1.491, H34 1.093, H35 1.091
13 C -0.16 3.43 0.57  C12 1.491, C14 1.364, C21 1.429
14 C -1.16 3.38 -0.37  C13 1.364, N15 1.366, H36 1.074
15 N -0.65 3.65 -1.61  C14 1.366, C16 1.364, H37 1.005
16 C 0.69 3.85 -1.51  N15 1.364, C17 1.388, C21 1.415
17 C 1.64 4.13 -2.48  C16 1.388, C18 1.378, H38 1.081
18 C 2.95 4.30 -2.07  C17 1.378, C19 1.397, H39 1.080
19 C 3.31 4.19 -0.72  C18 1.397, C20 1.376, H40 1.081
20 C 2.37 3.90 0.25  C19 1.376, C21 1.393, H41 1.080
21 C 1.04 3.73 -0.14  C13 1.429, C16 1.415, C20 1.393
22 C -1.42 -2.24 -0.15  C6 1.378, C23 1.393, H42 1.077
23 C -1.47 -3.62 0.06  C3 1.413, C22 1.393, O24 1.358
24 O -2.66 -4.19 -0.25  C23 1.358, C25 1.412
25 C -2.81 -5.59 -0.37  O24 1.412, H43 1.091, H44 1.092, H45 1.090
26 H 1.03 -5.90 2.29  C1 1.094
27 H 1.59 -6.19 0.62  C1 1.094
28 H 0.45 -7.32 1.39  C1 1.089
29 H 1.70 -3.99 1.24  C4 1.078
30 H 1.73 -1.56 0.82  C5 1.077
31 H -1.74 0.99 1.43  N10 1.008
32 H 1.09 1.42 1.88  C11 1.091
33 H -0.01 1.33 3.28  C11 1.096
34 H -1.30 3.27 2.36  C12 1.093
35 H 0.41 3.70 2.61  C12 1.091
36 H -2.20 3.18 -0.24  C14 1.074
37 H -1.16 3.55 -2.47  N15 1.005
38 H 1.36 4.21 -3.52  C17 1.081
39 H 3.71 4.51 -2.80  C18 1.080
40 H 4.34 4.32 -0.45  C19 1.081
41 H 2.66 3.82 1.28  C20 1.080
42 H -2.29 -1.74 -0.55  C22 1.077
43 H -2.73 -6.09 0.60  C25 1.091
44 H -2.07 -6.01 -1.05  C25 1.092
45 H -3.81 -5.73 -0.77  C25 1.090

Output
Lowest unoccupied orbital energy, eV: 0.662
E_HOMO, Eh: -0.279
Structure (SMILES): COc1ccc(S(=O)(=O)NCCc2c[nH]c3ccccc23)cc1OC
HOMO-LUMO gap, eV: 8.2



Model two:
ORCA calculation (ωB97M-V with the def2-TZVPD basis set) on an isolated molecule of C18H20N2O4S.

Bonds (Å) are listed after each position.
Atoms and positions in Å:
1 C 0.78 3.10 1.61  O2 1.410, H26 1.089, H27 1.093, H28 1.094
2 O 1.37 1.82 1.68  C1 1.410, C3 1.365
3 C 0.56 0.74 1.89  O2 1.365, C4 1.394, C25 1.389
4 C 1.20 -0.48 2.07  C3 1.394, C5 1.379, H29 1.079
5 C 0.46 -1.63 2.26  C4 1.379, C6 1.385, H30 1.079
6 C -0.92 -1.58 2.26  C5 1.385, C7 1.387, H31 1.079
7 C -1.57 -0.36 2.08  C6 1.387, C8 1.505, C25 1.388
8 C -3.07 -0.32 1.98  C7 1.505, N9 1.457, H32 1.097, H33 1.092
9 N -3.46 -0.75 0.65  C8 1.457, S10 1.682, H34 1.009
10 S -3.21 0.38 -0.57  N9 1.682, O11 1.433, O12 1.440, C13 1.781
11 O -4.05 -0.01 -1.66  S10 1.433
12 O -3.35 1.72 -0.06  S10 1.440
13 C -1.49 0.13 -0.98  S10 1.781, C14 1.380, C24 1.381
14 C -0.70 1.23 -1.22  C13 1.380, C15 1.381, H35 1.079
15 C 0.66 1.08 -1.39  C14 1.381, C16 1.398, H36 1.078
16 C 1.24 -0.19 -1.30  C15 1.398, N17 1.393, C23 1.398
17 N 2.62 -0.33 -1.32  C16 1.393, C18 1.455, C21 1.369
18 C 3.49 0.80 -1.02  N17 1.455, C19 1.529, H37 1.097, H38 1.092
19 C 4.83 0.15 -0.68  C18 1.529, C20 1.523, H39 1.090, H40 1.088
20 C 4.81 -1.13 -1.50  C19 1.523, C21 1.520, H41 1.092, H42 1.088
21 C 3.33 -1.47 -1.61  N17 1.369, C20 1.520, O22 1.207
22 O 2.87 -2.54 -1.92  C21 1.207
23 C 0.41 -1.31 -1.13  C16 1.398, C24 1.380, H43 1.077
24 C -0.95 -1.14 -0.97  C13 1.381, C23 1.380, H44 1.077
25 C -0.83 0.80 1.91  C3 1.389, C7 1.388, H45 1.078
26 H 1.61 3.80 1.49  C1 1.089
27 H 0.10 3.18 0.77  C1 1.093
28 H 0.25 3.34 2.54  C1 1.094
29 H 2.28 -0.50 2.05  C4 1.079
30 H 0.97 -2.57 2.40  C5 1.079
31 H -1.50 -2.48 2.39  C6 1.079
32 H -3.43 0.70 2.17  C8 1.097
33 H -3.52 -1.00 2.71  C8 1.092
34 H -4.41 -1.08 0.58  N9 1.009
35 H -1.16 2.21 -1.26  C14 1.079
36 H 1.28 1.94 -1.57  C15 1.078
37 H 3.59 1.45 -1.90  C18 1.097
38 H 3.08 1.38 -0.19  C18 1.092
39 H 4.87 -0.09 0.38  C19 1.090
40 H 5.67 0.80 -0.92  C19 1.088
41 H 5.19 -0.97 -2.51  C20 1.092
42 H 5.36 -1.96 -1.06  C20 1.088
43 H 0.84 -2.29 -1.11  C23 1.077
44 H -1.60 -1.99 -0.81  C24 1.077
45 H -1.36 1.73 1.76  C25 1.078

Output
Lowest unoccupied orbital energy, eV: 0.586
E_HOMO, Eh: -0.316
Structure (SMILES): COc1cccc(CNS(=O)(=O)c2ccc(N3CCCC3=O)cc2)c1
HOMO-LUMO gap, eV: 9.2



Order from most stable to least stable according to the calculation: model two, model one